1.
Entry from the OMol25 dataset: C34H33Br2IKN6O2SSb as an isolated structure at a distorted geometry (ωB97M-V/def2-TZVPD).

CARTESIAN COORDINATES (ANGSTROEM)
K (0.173, 0.621, 0.104)
C (1.094, 0.235, -3.284)
C (2.024, 1.358, -2.973)
C (2.771, 1.956, -3.987)
C (3.666, 2.959, -3.663)
C (3.774, 3.338, -2.336)
C (2.985, 2.690, -1.398)
N (2.147, 1.723, -1.705)
Sb (3.232, 3.270, 0.671)
C (3.488, 1.327, 1.590)
C (4.674, 1.181, 2.298)
C (4.941, -0.026, 2.914)
C (3.999, -1.032, 2.812)
C (2.822, -0.791, 2.107)
C (1.761, -1.837, 2.042)
N (2.588, 0.369, 1.499)
C (1.221, 3.787, 1.274)
C (1.063, 5.110, 1.657)
C (-0.184, 5.541, 2.068)
C (-1.223, 4.630, 2.063)
C (-0.980, 3.321, 1.651)
C (-2.105, 2.348, 1.555)
N (0.234, 2.917, 1.289)
H (0.561, 0.417, -4.213)
H (0.383, 0.113, -2.473)
H (1.678, -0.677, -3.389)
H (2.656, 1.630, -5.010)
H (4.275, 3.426, -4.424)
H (4.456, 4.121, -2.030)
H (5.373, 2.004, 2.360)
H (5.858, -0.184, 3.464)
H (4.176, -1.991, 3.280)
H (2.129, -2.779, 2.440)
H (1.436, -1.968, 1.016)
H (0.900, -1.500, 2.612)
H (1.910, 5.780, 1.623)
H (-0.343, 6.565, 2.376)
H (-2.217, 4.926, 2.361)
H (-2.939, 2.649, 2.185)
H (-1.770, 1.349, 1.809)
H (-2.438, 2.323, 0.518)
Br (-2.133, 3.856, -2.834)
C (-2.951, 2.131, -2.806)
C (-4.125, 1.908, -3.493)
C (-4.713, 0.661, -3.452)
Br (-6.371, 0.418, -4.386)
C (-4.120, -0.410, -2.766)
C (-4.639, -1.722, -2.702)
C (-3.941, -2.695, -2.036)
C (-2.714, -2.359, -1.445)
N (-2.210, -1.150, -1.468)
C (-2.881, -0.174, -2.089)
C (-2.274, 1.147, -2.053)
O (-1.230, 1.377, -1.399)
H (-4.585, 2.705, -4.060)
H (-5.577, -1.952, -3.188)
H (-4.309, -3.708, -1.972)
H (-2.114, -3.108, -0.939)
I (4.427, -5.553, -1.779)
C (2.907, -4.128, -1.669)
C (1.641, -4.207, -2.212)
N (1.036, -3.045, -1.900)
N (1.824, -2.242, -1.195)
C (2.965, -2.878, -1.039)
H (1.161, -4.990, -2.760)
H (0.112, -2.719, -2.148)
H (3.767, -2.445, -0.477)
O (-1.093, -0.718, 1.778)
S (-2.353, -1.464, 1.931)
C (-2.728, -1.420, 3.748)
C (-1.921, -2.538, 4.379)
C (-2.099, -3.746, 3.466)
C (-1.856, -3.255, 2.047)
H (-3.800, -1.572, 3.864)
H (-2.461, -0.433, 4.115)
H (-2.257, -2.761, 5.393)
H (-0.866, -2.258, 4.422)
H (-3.120, -4.126, 3.556)
H (-1.406, -4.549, 3.728)
H (-2.442, -3.804, 1.313)
H (-0.805, -3.265, 1.769)

- largest force on an atom (Eh/bohr) = 0.0420
- energy above the lowest of the compared OMol25 structures with the same formula, charge and spin (kcal per mole) = 36.3
- charge = 0
- HOMO-LUMO gap (eV) = 6.60
- 2S+1 = 1

2.
Entry from the OMol25 dataset: C34H33Br2N14O2Sn as an isolated structure (ωB97M-V/def2-TZVPD).

CARTESIAN COORDINATES (ANGSTROEM)
Sn (-0.021, 0.074, 0.092)
C (-1.989, -3.007, 0.053)
N (-2.195, -1.592, 0.323)
C (-3.265, -0.989, -0.450)
C (-2.720, -0.477, -1.746)
N (-1.479, -0.111, -1.941)
C (-1.438, 0.423, -3.223)
C (-0.397, 1.020, -3.929)
C (-0.665, 1.489, -5.200)
C (-1.935, 1.363, -5.777)
C (-2.985, 0.792, -5.084)
C (-2.714, 0.335, -3.802)
N (-3.504, -0.254, -2.832)
C (-0.535, -3.334, 0.118)
N (0.409, -2.471, -0.123)
C (1.609, -3.172, -0.037)
C (2.928, -2.755, -0.203)
C (3.921, -3.701, -0.050)
C (3.627, -5.034, 0.267)
C (2.326, -5.464, 0.438)
C (1.329, -4.512, 0.274)
N (-0.052, -4.577, 0.369)
H (-2.323, -3.221, -0.967)
H (-2.553, -3.664, 0.726)
H (-2.314, -1.425, 1.315)
H (-3.637, -0.117, 0.090)
H (-4.109, -1.668, -0.625)
H (0.583, 1.127, -3.486)
H (0.120, 1.969, -5.770)
H (-2.098, 1.729, -6.782)
H (-3.973, 0.712, -5.519)
H (-4.492, -0.431, -2.893)
H (3.149, -1.720, -0.414)
H (4.955, -3.408, -0.177)
H (4.439, -5.737, 0.387)
H (2.096, -6.489, 0.697)
H (-0.594, -5.402, 0.558)
Br (5.665, 3.992, 2.192)
C (4.099, 3.259, 1.430)
C (2.864, 3.497, 2.006)
C (1.755, 2.942, 1.387)
N (1.825, 2.190, 0.299)
C (3.016, 1.965, -0.250)
C (4.189, 2.489, 0.282)
C (3.018, 1.134, -1.481)
C (4.026, 1.245, -2.434)
C (3.957, 0.454, -3.568)
Br (5.307, 0.575, -4.882)
C (2.892, -0.415, -3.743)
C (1.930, -0.444, -2.749)
N (1.988, 0.299, -1.648)
H (2.768, 4.087, 2.906)
H (0.760, 3.116, 1.788)
H (5.154, 2.283, -0.157)
H (4.835, 1.950, -2.313)
H (2.814, -1.038, -4.622)
H (1.073, -1.105, -2.831)
N (0.528, -2.921, 3.913)
C (1.789, -2.640, 4.281)
N (2.317, -3.283, 5.335)
N (2.553, -1.762, 3.671)
C (2.224, -1.103, 2.604)
N (2.072, -0.480, 1.633)
H (-0.027, -3.536, 4.482)
H (0.047, -2.279, 3.265)
H (1.827, -4.020, 5.806)
H (3.282, -3.120, 5.563)
N (-0.268, 0.909, 4.544)
C (-0.933, 0.776, 3.366)
O (-0.772, -0.284, 2.680)
C (-1.802, 1.832, 2.995)
C (-1.938, 2.985, 3.800)
N (-2.052, 3.915, 4.472)
C (-2.535, 1.750, 1.809)
N (-3.135, 1.683, 0.819)
H (-0.337, 1.775, 5.054)
H (0.508, 0.305, 4.745)
C (-1.088, 4.386, -2.413)
C (-0.162, 3.721, -1.411)
O (-0.720, 2.514, -0.893)
H (-0.581, 5.208, -2.919)
H (-1.971, 4.786, -1.912)
H (-1.408, 3.661, -3.163)
H (0.072, 4.408, -0.590)
H (0.781, 3.437, -1.884)
H (-1.637, 2.667, -0.621)

- largest force on an atom (Eh/bohr) = 0.0193
- energy above the lowest of the compared OMol25 structures with the same formula, charge and spin (kcal per mole) = 0.6
- charge = +1
- HOMO-LUMO gap (eV) = 7.45
- 2S+1 = 1

3.
Entry from the OMol25 dataset: C34H33CrN6OS5 as an isolated structure at a distorted geometry (ωB97M-V/def2-TZVPD).

CARTESIAN COORDINATES (ANGSTROEM)
Cr (-0.053, -1.785, -1.346)
C (3.408, -5.747, -0.888)
S (1.748, -6.078, -0.226)
C (0.911, -4.598, -0.627)
S (1.348, -3.649, -2.000)
N (-0.092, -4.313, 0.146)
N (-0.694, -3.152, -0.090)
C (-1.791, -2.872, 0.581)
C (-2.335, -1.592, 0.353)
C (-3.561, -1.150, 0.882)
C (-4.008, 0.114, 0.586)
C (-3.213, 0.934, -0.222)
C (-2.016, 0.441, -0.698)
N (-1.583, -0.790, -0.454)
H (3.966, -6.676, -0.838)
H (3.872, -4.988, -0.266)
H (3.327, -5.404, -1.914)
H (-2.221, -3.579, 1.277)
H (-4.119, -1.814, 1.522)
H (-4.954, 0.469, 0.965)
H (-3.528, 1.931, -0.478)
H (-1.363, 1.054, -1.303)
S (-0.474, 0.809, -5.018)
C (0.826, 1.469, -4.108)
C (1.105, 0.762, -2.980)
C (0.283, -0.383, -2.791)
C (-0.626, -0.464, -3.825)
C (-1.589, -1.504, -3.856)
C (-2.553, -1.649, -4.860)
C (-3.397, -2.732, -4.828)
C (-3.256, -3.656, -3.795)
C (-2.312, -3.421, -2.814)
N (-1.501, -2.366, -2.817)
H (1.313, 2.352, -4.474)
H (1.887, 1.064, -2.301)
H (-2.595, -0.906, -5.640)
H (-4.146, -2.862, -5.593)
H (-3.869, -4.540, -3.759)
H (-2.196, -4.116, -1.991)
C (-2.603, 3.934, 4.307)
C (-3.037, 3.004, 3.179)
C (-2.196, 1.736, 3.128)
N (-0.873, 2.027, 2.629)
C (0.041, 1.064, 2.478)
S (-0.314, -0.515, 2.819)
N (1.298, 1.361, 2.007)
C (2.007, 2.516, 1.786)
O (3.111, 2.466, 1.298)
C (1.401, 3.819, 2.208)
C (1.754, 4.365, 3.437)
C (1.243, 5.593, 3.821)
C (0.383, 6.282, 2.981)
C (0.042, 5.749, 1.749)
C (0.550, 4.522, 1.356)
H (-3.181, 4.856, 4.282)
H (-1.548, 4.187, 4.214)
H (-2.761, 3.453, 5.272)
H (-2.960, 3.519, 2.217)
H (-4.082, 2.724, 3.326)
H (-2.659, 0.991, 2.469)
H (-2.115, 1.281, 4.122)
H (-0.637, 2.989, 2.436)
H (1.798, 0.520, 1.701)
H (2.431, 3.827, 4.086)
H (1.509, 6.015, 4.778)
H (-0.010, 7.242, 3.277)
H (-0.630, 6.286, 1.096)
H (0.300, 4.111, 0.387)
S (1.621, -0.877, -0.071)
C (3.171, -1.497, -0.639)
C (4.068, -1.988, 0.302)
C (5.247, -2.578, -0.114)
C (5.552, -2.652, -1.463)
C (4.691, -2.098, -2.395)
C (3.498, -1.527, -1.991)
H (3.812, -1.935, 1.349)
H (5.923, -2.990, 0.622)
H (6.461, -3.137, -1.786)
H (4.931, -2.133, -3.448)
H (2.814, -1.128, -2.728)

- ⟨S²⟩ = 0.79
- largest force on an atom (Eh/bohr) = 0.0430
- charge = 0
- HOMO-LUMO gap (spin up / spin down) (eV) = 6.22 / 6.25
- 2S+1 = 2

| no. | E (a.u.) |
| --- | --- |
| 1 | -8478.5322 |
| 2 | -7594.8057 |
| 3 | -4754.6224 |